Formula: C4H11NO3
Source: the Open Molecules 2025 dataset
Level of theory: ωB97M-V with the def2-TZVPD basis set

* E_LUMO: 0.78 eV
* HOMO: -9.9 eV
* Kohn-Sham gap: 10.723 eV
* SMILES: NC(=O)CCCO.O

Element x y z (Å)
1 N 1.8545 -1.3140 -0.7102
2 C 0.5449 -1.0572 -1.2625
3 O 0.6197 -0.6272 -2.4063
4 C -0.6908 -1.2240 -0.4597
5 C -0.4331 -0.6892 0.9631
6 C -1.0346 0.7261 1.3249
7 O -0.4600 1.1378 2.5387
8 H 1.8959 -1.6569 0.2056
9 H 2.5514 -1.1504 -1.2264
10 H -1.5333 -0.6305 -0.7510
11 H -0.9896 -2.1607 -0.6264
12 H -0.9325 -1.3804 1.5895
13 H 0.6771 -0.6408 1.2550
14 H -0.6692 1.6077 0.5464
15 H -2.0830 0.7693 1.6338
16 H 0.4705 1.0904 2.5197
17 O -0.0465 2.4774 -1.3614
18 H 0.0404 1.6038 -1.7391
19 H 0.2182 3.1187 -2.0335